The following is a quantum chemistry calculation of a structure of composition C22H30ClCoN2OP2S2, from the Open Molecules 2025 dataset.

```
! RIJCOSX wB97M-V def2-TZVPD def2/J DEFGRID3
* xyz -1 2
Co 0.24 -1.11 0.27
C -1.43 2.66 -0.52
C -0.98 1.44 0.24
N 0.03 0.75 -0.15
N 0.81 1.30 -1.17
C 1.98 0.74 -1.30
S 2.68 -0.52 -0.39
S 2.94 1.49 -2.63
C 3.55 2.98 -1.75
C 4.14 2.67 -0.41
C 5.41 2.09 -0.30
C 5.92 1.73 0.93
C 5.16 1.92 2.08
C 3.91 2.50 1.99
C 3.40 2.87 0.75
C -1.67 1.08 1.48
C -2.81 1.80 1.87
C -3.46 1.58 3.06
C -2.96 0.61 3.93
C -1.84 -0.12 3.60
C -1.15 0.08 2.37
O -0.13 -0.65 2.11
H -0.82 2.80 -1.40
H -1.37 3.56 0.10
H -2.48 2.53 -0.81
H 2.71 3.67 -1.66
H 4.29 3.40 -2.43
H 5.98 1.91 -1.20
H 6.89 1.27 1.00
H 5.54 1.61 3.05
H 3.31 2.65 2.88
H 2.41 3.30 0.67
H -3.19 2.57 1.20
H -4.34 2.16 3.32
H -3.45 0.42 4.88
H -1.45 -0.88 4.26
C -0.62 -0.70 -3.21
P 0.02 -1.85 -1.92
C 1.40 -2.63 -2.83
C -1.25 -3.18 -2.04
C -2.60 -2.75 -1.45
P -2.37 -2.03 0.23
C -2.55 -3.52 1.28
C -4.03 -1.30 0.52
H -0.95 -1.25 -4.09
H 0.17 0.00 -3.49
H -1.45 -0.11 -2.81
H 1.04 -3.06 -3.77
H 1.84 -3.40 -2.19
H 2.16 -1.88 -3.04
H -0.84 -4.03 -1.49
H -1.35 -3.47 -3.09
H -3.30 -3.58 -1.41
H -3.04 -1.97 -2.08
H -3.50 -4.03 1.07
H -2.53 -3.21 2.33
H -1.71 -4.19 1.11
H -4.83 -2.02 0.30
H -4.17 -0.41 -0.09
H -4.09 -1.00 1.56
Cl 0.78 -3.30 0.69
*
```

## Properties
**Frontier orbital gap (alpha / beta)**: 0.237 / 0.248 Eh
**Lowest unoccupied orbital energy (alpha / beta)**: 0.099 / 0.099 hartree
**Energy relative to the best compared isomer or geometry (same formula, charge and spin)**: 0.0 kcal per mole
**E_tot**: -4363.26677 Eh



The following is a quantum chemistry calculation of a structure of composition C22H30FN3O7S in a non-equilibrium geometry, from the Open Molecules 2025 dataset.

```
! RIJCOSX wB97M-V def2-TZVPD def2/J DEFGRID3
* xyz 0 1
C -6.08 -4.34 5.47
C -5.28 -4.74 4.26
H -5.84 -5.11 3.50
H -4.45 -5.47 4.39
O -4.51 -3.64 3.61
C -5.13 -2.54 2.96
O -6.30 -2.58 2.57
N -4.32 -1.60 2.76
C -2.90 -1.42 3.08
H -2.74 -2.16 3.79
C -1.98 -1.38 1.99
H -0.92 -1.29 2.08
H -2.33 -2.47 1.22
C -2.59 -0.30 0.97
N -1.81 -0.46 -0.41
C -0.84 0.66 -0.60
O -0.69 1.47 0.07
C -0.11 0.40 -1.90
C 0.19 -1.03 -2.35
C 0.99 -0.93 -3.54
C 1.59 0.04 -4.21
C 1.40 1.50 -3.49
C 0.56 1.48 -2.34
H 0.33 2.58 -1.95
S 2.28 2.56 -4.17
O 1.20 3.87 -3.93
O 2.40 2.51 -5.70
N 3.56 2.97 -3.19
C 3.37 3.71 -2.03
C 3.27 2.55 -0.90
H 2.50 1.83 -0.89
H 3.42 2.87 -0.01
C 4.54 1.55 -1.02
O 4.41 0.47 -0.28
C 5.10 0.90 0.96
H 4.46 1.18 1.97
C 6.05 1.88 0.55
H 7.02 2.06 0.81
O 5.80 2.22 -0.76
H 5.92 3.08 1.21
H 5.52 0.14 1.45
C 4.66 1.25 -2.43
C 4.62 2.20 -3.59
H 4.45 1.81 -4.66
H 5.65 2.67 -3.44
H 3.56 0.27 -2.60
H 5.35 0.40 -2.64
H 2.26 4.17 -2.01
H 4.29 4.11 -1.78
H 2.28 0.14 -5.03
H 1.16 -2.08 -3.99
F -0.30 -2.12 -1.91
H -2.09 -1.30 -0.86
C -4.23 -0.44 0.59
H -4.63 0.35 -0.03
C -4.93 -0.34 2.06
H -5.95 -0.77 1.63
H -4.76 0.56 2.35
H -4.22 -1.47 0.18
H -2.64 0.87 1.48
H -2.91 -0.48 3.57
H -5.47 -3.96 6.28
H -6.52 -5.39 5.74
H -6.71 -3.49 5.11
*
```

## Properties
**Frontier orbital gap**: 0.281 Eh
**Lowest unoccupied orbital energy**: -0.036 hartree
**Energy relative to the best compared isomer or geometry (same formula, charge and spin)**: 474.5 kcal per mole
**E_tot**: -2044.61078 Eh



The following is a quantum chemistry calculation of a structure of composition C22H30GaN4S3 in a non-equilibrium geometry, from the Open Molecules 2025 dataset.

```
! RIJCOSX wB97M-V def2-TZVPD def2/J DEFGRID3
* xyz 3 1
Ga 0.03 -0.02 0.44
C 2.71 0.43 2.68
C 3.47 0.83 1.42
S 2.74 0.17 -0.13
C 2.58 1.66 -1.20
C 1.86 2.88 -0.64
S 0.11 2.62 -0.15
C 0.04 3.29 1.55
C 1.05 2.77 2.57
S 0.97 0.96 2.86
H 3.23 0.84 3.55
H 2.67 -0.65 2.78
H 4.47 0.39 1.48
H 3.59 1.91 1.32
H 2.07 1.29 -2.09
H 3.60 1.94 -1.47
H 1.82 3.62 -1.45
H 2.39 3.33 0.19
H -0.97 3.07 1.88
H 0.15 4.37 1.46
H 0.80 3.22 3.54
H 2.07 3.04 2.33
C -5.10 -0.55 -1.35
C -4.66 0.05 0.00
C -5.20 1.49 0.14
C -5.13 -0.83 1.17
C -3.25 0.10 0.08
N -2.10 0.14 0.22
H -6.18 -0.59 -1.37
H -4.72 -1.57 -1.47
H -4.75 0.05 -2.18
H -6.28 1.45 0.12
H -4.86 2.11 -0.68
H -4.89 1.94 1.08
H -6.22 -0.84 1.19
H -4.78 -0.44 2.13
H -4.78 -1.86 1.06
C -1.18 -4.32 0.42
C -1.04 -2.96 0.66
N -0.07 -2.24 0.08
C 0.78 -2.83 -0.75
C 0.73 -4.20 -1.04
C -0.29 -4.94 -0.44
C 1.67 -4.78 -2.00
C 2.41 -5.88 -1.81
C 2.53 -6.62 -0.55
C 3.10 -7.90 -0.53
C 3.22 -8.49 0.72
N 2.82 -7.86 1.80
C 2.29 -6.66 1.72
N 2.14 -6.03 0.58
H -1.97 -4.88 0.89
H -1.70 -2.43 1.33
H 1.54 -2.20 -1.19
H -0.39 -5.99 -0.67
H 1.74 -4.27 -2.95
H 3.01 -6.26 -2.62
H 3.43 -8.39 -1.43
H 3.64 -9.47 0.86
H 1.98 -6.18 2.63
*
```

## Properties
**Frontier orbital gap**: 0.158 Eh
**Lowest unoccupied orbital energy**: -0.410 hartree
**Energy relative to the best compared isomer or geometry (same formula, charge and spin)**: 0.0 kcal per mole
**E_tot**: -4193.71422 Eh



The following is a quantum chemistry calculation of a structure of composition C22H30MnN6O2S2 in a non-equilibrium geometry, from the Open Molecules 2025 dataset.

```
! RIJCOSX wB97M-V def2-TZVPD def2/J DEFGRID3
* xyz 4 4
Mn 0.48 0.16 0.39
O 0.03 -4.38 7.07
C -0.05 -4.31 5.81
O -0.37 -5.32 5.14
C 0.13 -3.09 4.98
C 0.43 -3.26 3.62
C 0.52 -2.15 2.80
C 0.28 -0.88 3.31
C 0.01 -0.73 4.68
C -0.08 -1.82 5.51
N 0.31 0.25 2.40
C 0.07 1.44 2.82
C 0.11 2.52 1.85
C -0.15 3.84 2.14
C -0.08 4.78 1.10
C 0.27 4.36 -0.16
C 0.52 3.00 -0.39
N 0.43 2.11 0.59
H 0.30 -3.56 7.54
H 0.62 -4.25 3.22
H 0.78 -2.27 1.76
H -0.13 0.24 5.13
H -0.32 -1.66 6.55
H -0.15 1.67 3.85
H -0.42 4.13 3.15
H -0.29 5.82 1.30
H 0.36 5.06 -0.98
H 0.79 2.64 -1.37
C 5.24 -1.27 -1.50
N 5.17 -0.30 -0.41
C 6.41 0.32 0.12
C 5.93 1.15 1.31
N 4.46 0.96 1.23
C 4.13 0.13 0.25
S 2.52 -0.36 -0.20
H 5.76 -0.83 -2.35
H 4.24 -1.56 -1.81
H 5.79 -2.15 -1.18
H 6.87 0.93 -0.66
H 7.13 -0.45 0.39
H 6.18 2.20 1.22
H 6.30 0.79 2.27
H 3.81 1.39 1.86
C -2.42 -1.43 -5.50
C -3.24 -1.30 -4.22
N -2.39 -0.92 -3.06
C -1.93 -1.63 -2.06
S -0.98 -0.72 -0.85
N -2.07 -2.92 -1.84
C -2.54 -4.01 -2.74
C -3.97 -4.43 -2.46
H -3.08 -1.72 -6.32
H -1.65 -2.20 -5.40
H -1.95 -0.49 -5.77
H -3.79 -2.20 -3.99
H -3.97 -0.50 -4.32
H -2.07 0.04 -3.09
H -1.82 -3.22 -0.91
H -1.86 -4.85 -2.55
H -2.39 -3.71 -3.77
H -4.09 -4.82 -1.44
H -4.25 -5.23 -3.14
H -4.68 -3.61 -2.59
*
```

## Properties
**Frontier orbital gap (alpha / beta)**: 0.225 / 0.173 Eh
**Lowest unoccupied orbital energy (alpha / beta)**: -0.492 / -0.544 hartree
**E_tot**: -3281.21053 Eh



The following is a quantum chemistry calculation of an isolated molecule of C22H30N2O2 in a non-equilibrium geometry, from the Open Molecules 2025 dataset.

```
! RIJCOSX wB97M-V def2-TZVPD def2/J DEFGRID3
* xyz 0 1
C 4.36 1.30 5.45
C 4.56 1.59 3.91
C 5.57 2.54 3.80
C 5.85 2.82 2.36
C 5.17 2.22 1.34
C 4.34 1.02 1.65
N 3.99 0.12 0.54
C 3.11 -0.76 0.68
O 2.41 -1.09 1.86
C 2.59 -1.46 -0.67
C 1.49 -0.38 -1.29
C 0.16 -0.60 -0.38
C -0.64 -1.86 -0.91
C -1.91 -1.97 0.02
N -2.69 -0.61 -0.42
C -3.78 -1.06 -1.00
O -4.28 -2.12 -1.30
C -4.62 0.17 -1.44
C -6.04 0.09 -2.06
C -6.32 -0.75 -3.21
C -5.41 -0.67 -3.93
C -3.94 -0.12 -4.04
C -4.02 0.89 -2.65
C -2.04 0.51 -0.12
C -0.86 0.50 -0.76
C 4.03 0.76 2.86
H 4.19 2.27 6.03
H 5.09 0.75 5.94
H 3.50 0.56 5.56
H 6.06 3.36 4.27
H 6.59 3.69 1.91
H 5.44 2.19 0.25
H 4.14 0.48 -0.34
H 2.33 -2.45 -0.44
H 3.44 -1.41 -1.34
H 1.87 0.45 -1.16
H 1.20 -0.81 -2.15
H 0.40 -0.45 0.47
H -0.16 -2.72 -0.36
H -0.98 -1.94 -1.76
H -2.40 -2.69 -0.28
H -1.94 -1.80 1.04
H -4.71 0.82 -0.58
H -6.71 0.71 -1.97
H -6.52 -0.58 -1.14
H -7.21 -1.21 -3.26
H -5.50 -1.20 -4.90
H -3.22 -0.70 -3.66
H -3.69 0.37 -4.85
H -3.12 1.30 -2.51
H -4.65 1.79 -3.19
H -2.54 1.28 -0.36
H -1.90 0.62 1.12
H -0.11 1.35 -0.49
H -0.86 0.62 -1.84
H 3.32 0.04 3.13
*
```

## Properties
**Frontier orbital gap**: 0.336 Eh
**SMILES string**: Cc1cccc(NC(=O)CCC2CCN(C(=O)[C@@H]3CC=CCC3)CC2)c1
**Lowest unoccupied orbital energy**: 0.016 hartree
**Energy relative to the best compared isomer or geometry (same formula, charge and spin)**: 432.0 kcal per mole
**E_tot**: -1115.68000 Eh



The following is a quantum chemistry calculation of an isolated molecule of C22H30N4O2, from the Open Molecules 2025 dataset.

```
! RIJCOSX wB97M-V def2-TZVPD def2/J DEFGRID3
* xyz 0 1
C 4.12 2.72 -1.06
C 5.23 2.10 -0.21
C 6.16 3.17 0.36
O 4.68 1.41 0.91
C 4.02 0.24 0.73
C 3.33 -0.23 1.86
C 2.60 -1.40 1.79
C 2.54 -2.14 0.62
C 1.63 -3.34 0.51
N 0.29 -3.01 0.03
C -0.41 -2.08 0.89
C -1.87 -1.99 0.48
C -1.99 -1.48 -0.96
N -1.62 -0.09 -1.05
N -0.44 0.32 -1.54
C -0.42 1.63 -1.42
C -1.60 2.11 -0.84
C -2.35 0.98 -0.61
N -3.61 0.82 -0.07
C -4.38 1.82 0.45
O -4.02 2.98 0.50
C -5.72 1.39 0.95
C -5.94 0.05 1.62
C -6.53 0.32 0.27
C -1.13 -2.36 -1.87
C 0.30 -2.52 -1.34
C 3.26 -1.69 -0.48
C 3.99 -0.52 -0.43
H 4.55 3.23 -1.92
H 3.57 3.44 -0.46
H 3.43 1.96 -1.41
H 5.82 1.40 -0.82
H 5.59 3.85 0.99
H 6.63 3.72 -0.44
H 6.93 2.70 0.97
H 3.38 0.35 2.76
H 2.07 -1.74 2.67
H 2.05 -4.08 -0.18
H 1.51 -3.81 1.49
H -0.35 -2.45 1.92
H 0.04 -1.07 0.86
H -2.32 -2.99 0.53
H -2.40 -1.33 1.17
H -3.04 -1.56 -1.30
H 0.44 2.18 -1.75
H -1.87 3.12 -0.62
H -3.99 -0.12 -0.09
H -6.26 2.23 1.36
H -5.11 -0.63 1.71
H -6.60 0.03 2.47
H -6.12 -0.18 -0.59
H -7.60 0.47 0.20
H -1.09 -1.92 -2.87
H -1.60 -3.34 -1.93
H 0.82 -3.25 -1.96
H 0.81 -1.55 -1.42
H 3.25 -2.27 -1.39
H 4.52 -0.20 -1.32
*
```

## Properties
**Frontier orbital gap**: 0.321 Eh
**SMILES string**: CC(C)Oc1ccc(CN2CCC(n3nccc3NC(=O)C3CC3)CC2)cc1
**Lowest unoccupied orbital energy**: 0.021 hartree
**Energy relative to the best compared isomer or geometry (same formula, charge and spin)**: 80.4 kcal per mole
**E_tot**: -1225.79972 Eh



The following is a quantum chemistry calculation of a structure of composition C22H30O3OsS3, from the Open Molecules 2025 dataset.

```
! RIJCOSX wB97M-V def2-TZVPD def2/J DEFGRID3
* xyz 2 1
Os -0.29 1.57 0.07
C 3.99 1.70 1.79
C 2.52 1.60 1.59
S 1.91 1.36 0.05
C 1.59 1.68 2.65
C 1.97 1.80 4.09
S -0.03 1.59 2.25
H 4.52 1.59 0.84
H 4.34 0.92 2.47
H 4.26 2.67 2.22
H 3.05 1.69 4.22
H 1.48 1.03 4.69
H 1.68 2.77 4.49
C -3.45 1.55 -0.98
O -2.37 2.23 -0.31
C -2.56 3.67 -0.33
C -1.40 4.26 0.42
O -0.19 3.67 -0.09
C 0.34 4.29 -1.29
H -4.38 1.74 -0.45
H -3.21 0.49 -0.97
H -3.52 1.90 -2.01
H -3.51 3.92 0.14
H -2.59 3.99 -1.38
H -1.44 3.99 1.47
H -1.36 5.34 0.32
H 0.47 5.35 -1.09
H -0.32 4.13 -2.14
H 1.31 3.83 -1.48
O -0.61 -0.42 -0.22
S -1.21 -1.54 0.68
C -2.64 -2.22 -0.19
C -2.39 -2.76 -1.56
C -2.47 -4.13 -1.78
C -2.24 -4.65 -3.05
C -1.93 -3.81 -4.10
C -1.85 -2.44 -3.89
C -2.09 -1.91 -2.63
C -0.01 -2.87 0.44
C 1.38 -2.36 0.69
C 1.83 -2.15 1.99
C 3.13 -1.75 2.22
C 4.00 -1.55 1.15
C 3.55 -1.74 -0.15
C 2.24 -2.14 -0.38
H -3.40 -1.44 -0.14
H -2.98 -3.01 0.50
H -2.72 -4.80 -0.96
H -2.31 -5.72 -3.21
H -1.76 -4.21 -5.09
H -1.62 -1.78 -4.71
H -2.02 -0.84 -2.47
H -0.16 -3.25 -0.57
H -0.30 -3.64 1.16
H 1.17 -2.35 2.83
H 3.49 -1.63 3.24
H 5.03 -1.27 1.33
H 4.22 -1.60 -0.98
H 1.90 -2.31 -1.39
*
```

## Properties
**Frontier orbital gap (alpha / beta)**: 0.239 / 0.239 Eh
**Lowest unoccupied orbital energy (alpha / beta)**: -0.286 / -0.286 hartree
**E_tot**: -2366.67769 Eh



The following is a quantum chemistry calculation of a structure of composition C22H31BHgN6O in a non-equilibrium geometry, from the Open Molecules 2025 dataset.

```
! RIJCOSX wB97M-V def2-TZVPD def2/J DEFGRID3
* xyz 2 1
C 0.84 0.89 -3.53
N -0.28 0.40 -2.96
N -1.37 0.88 -3.63
C -0.94 1.71 -4.62
C 0.44 1.74 -4.58
B -2.85 0.56 -3.28
N -3.02 -0.97 -3.00
N -2.22 -1.67 -2.14
C -2.67 -2.93 -2.06
C -3.84 -3.02 -2.84
C -4.02 -1.77 -3.42
Hg -0.47 -0.66 -0.90
N -3.09 1.20 -1.87
N -2.32 0.79 -0.81
C -2.79 1.38 0.30
C -3.88 2.19 -0.06
C -4.03 2.06 -1.43
H -2.37 1.19 1.28
H -4.73 2.51 -2.12
H -4.46 2.80 0.60
H -3.62 0.94 -4.11
H -4.76 -1.39 -4.10
H -1.67 2.19 -5.25
H -4.47 -3.87 -2.96
H 1.07 2.32 -5.23
H -2.18 -3.68 -1.46
H 1.83 0.64 -3.19
H -1.83 -2.28 1.43
C -1.66 -3.28 1.86
H -2.54 -3.90 1.70
H -0.78 -3.75 1.41
H -1.51 -3.17 2.94
C 3.76 -0.51 -1.12
C 4.01 0.73 -0.25
C 3.33 1.94 -0.86
C 3.60 0.45 1.22
C 4.55 0.03 2.13
C 4.22 -0.29 3.45
C 2.88 -0.24 3.88
C 1.88 0.15 3.01
C 0.40 0.18 3.42
C 0.04 -0.99 4.34
C -0.04 1.52 4.02
C 2.20 0.48 1.63
O 1.26 0.73 0.81
H 4.03 -0.33 -2.16
H 2.69 -0.77 -1.07
H 4.34 -1.36 -0.75
H 5.09 0.92 -0.20
H 2.24 1.81 -0.78
H 3.61 2.85 -0.31
H 3.62 2.06 -1.90
H 5.59 -0.06 1.80
H 5.01 -0.58 4.15
H 2.63 -0.51 4.91
H -0.14 0.05 2.47
H 0.38 -0.82 5.36
H -1.05 -1.14 4.35
H 0.51 -1.91 3.97
H 0.15 2.33 3.31
H -1.11 1.50 4.25
H 0.51 1.73 4.94
*
```

## Properties
**Frontier orbital gap**: 0.125 Eh
**Lowest unoccupied orbital energy**: -0.387 hartree
**Energy relative to the best compared isomer or geometry (same formula, charge and spin)**: 0.0 kcal per mole
**E_tot**: -1438.31595 Eh



Question: Which formula does entry 3 have?
Answer: C22H30GaN4S3